Molecular formula: C28H46Cl2IN5O4PS3
Method: DFT, ωB97M-V/def2-TZVPD

- LUMO energy (eV) = -4.7
- orbital gap (eV) = 5.67
- charge = +1
- F_max (Eh/bohr) = 0.1694
- calculated total energy (eV) = -120334.121

Geometry (Å):
C: 0.64 -5.66 0.96
C: 1.28 -4.88 -0.38
C: 2.52 -3.87 -0.03
I: 4.00 -5.14 0.99
C: 2.14 -2.47 0.72
C: 0.51 -2.11 0.62
C: 0.03 -1.70 -0.90
C: -1.47 -2.40 -1.20
C: -2.42 -1.45 -2.14
C: -3.39 -0.42 -1.33
C: -4.23 -1.09 -0.08
C: -5.28 0.01 0.61
S: -6.59 0.63 -0.58
C: -6.03 2.14 -1.54
N: -4.70 2.54 -2.14
N: -4.59 3.73 -2.84
C: -6.01 4.28 -2.75
O: -6.85 3.33 -1.96
C: 2.44 -2.51 2.36
C: 3.92 -1.98 2.81
S: 4.55 -3.13 4.19
N: 4.95 -1.84 1.74
C: 4.40 -1.57 0.36
N: 5.34 -1.53 -0.68
P: 4.97 -1.22 -2.39
O: 3.46 -1.85 -2.97
O: 5.08 0.44 -2.90
S: 6.38 -2.18 -3.42
N: 2.93 -1.38 0.01
C: 2.59 0.02 0.46
O: 1.99 0.87 -0.61
C: 1.26 1.95 0.13
C: -0.33 1.81 0.61
C: -1.17 3.01 1.40
C: -2.76 2.90 1.83
C: -0.42 4.43 1.80
C: 1.15 4.59 1.34
C: 1.99 3.41 0.50
C: 3.54 3.79 0.12
C: 3.95 3.49 -1.45
C: 4.66 3.11 1.16
H: -0.51 -5.73 0.75
H: 1.04 -6.78 0.96
H: 0.93 -5.14 1.97
H: 0.44 -4.44 -1.06
H: 1.76 -5.77 -1.01
H: 3.02 -3.58 -1.07
H: 0.22 -1.17 1.29
H: -0.16 -2.99 1.07
H: 0.74 -2.17 -1.74
H: -0.14 -0.56 -1.07
H: -1.36 -3.44 -1.78
H: -1.93 -2.66 -0.16
H: -3.12 -2.18 -2.76
H: -1.75 -0.88 -2.95
H: -4.22 -0.06 -2.12
H: -2.82 0.58 -1.02
H: -3.43 -1.30 0.78
H: -4.76 -2.10 -0.33
H: -4.72 0.86 1.20
H: -5.86 -0.62 1.44
H: -6.31 5.31 -3.24
H: 1.66 -1.74 2.83
H: 2.15 -3.56 2.85
H: 3.79 -0.91 3.33
H: 3.46 -3.29 5.10
H: 5.54 -1.00 2.02
H: 6.36 -1.68 -0.43
H: 2.89 -1.12 -3.40
H: 6.04 0.67 -3.06
H: 1.98 0.09 1.47
H: 3.63 0.56 0.70
H: -0.96 0.82 0.40
H: -2.90 2.20 2.76
H: -3.34 2.52 0.86
H: -3.18 4.00 2.01
H: -0.93 5.32 2.37
H: 1.70 5.59 1.62
H: 3.67 4.96 0.27
H: 4.63 4.41 -1.81
H: 4.67 2.56 -1.44
H: 3.04 3.40 -2.19
H: 5.54 3.87 1.40
H: 5.17 2.15 0.68
H: 4.18 2.80 2.19
C: -9.99 2.55 -0.44
Cl: -9.53 1.46 0.88
Cl: -11.27 1.84 -1.43
H: -10.35 3.49 -0.02
H: -9.12 2.73 -1.07